C44H88Cl22O9 | ωB97M-V with the def2-TZVPD basis set

CARTESIAN COORDINATES (ANGSTROEM)
C (-20.7001, -6.9645, 4.8678)
C (-20.3229, -5.4838, 4.7437)
O (-20.8805, -4.5826, 5.3517)
C (-19.0971, -5.1822, 3.7607)
H (-20.5398, -7.2877, 5.9085)
H (-20.2189, -7.5862, 4.1384)
H (-21.7648, -7.0188, 4.7151)
H (-19.1795, -5.8656, 2.9108)
H (-18.2860, -5.5727, 4.3876)
H (-19.0971, -4.1436, 3.4988)
C (-33.6306, -2.1184, 1.4958)
C (-32.7531, -2.5207, 0.3208)
O (-32.1470, -1.6328, -0.2452)
C (-32.4574, -4.0020, -0.0035)
H (-34.6893, -2.3576, 1.3044)
H (-33.5646, -1.0548, 1.7855)
H (-33.4456, -2.7448, 2.3550)
H (-33.3265, -4.6688, 0.0303)
H (-31.7378, -4.3751, 0.7400)
H (-32.0376, -4.0175, -1.0074)
C (-25.4430, -5.0736, 1.5548)
C (-25.6212, -4.2909, 0.2988)
O (-26.5784, -4.4838, -0.4241)
C (-24.6037, -3.2116, -0.0488)
H (-24.5071, -4.8284, 2.0705)
H (-25.4662, -6.1336, 1.2158)
H (-26.3296, -5.0090, 2.2088)
H (-24.5719, -2.5907, 0.8533)
H (-24.8296, -2.6837, -0.9559)
H (-23.5891, -3.6179, -0.1400)
C (-22.4879, -1.7059, -5.2670)
Cl (-21.0990, -0.6444, -5.0742)
Cl (-22.7129, -2.1254, -6.9905)
H (-22.2891, -2.6317, -4.7111)
H (-23.4633, -1.2983, -4.8455)
C (-28.7226, -6.9187, 0.1585)
Cl (-29.9553, -7.4011, -1.0597)
Cl (-29.2491, -5.7785, 1.3568)
H (-28.4284, -7.7991, 0.7168)
H (-27.9668, -6.4260, -0.4822)
C (-21.7213, -1.7072, 4.2589)
Cl (-20.9518, -0.0894, 4.0266)
Cl (-22.2621, -2.5490, 2.8030)
H (-21.0419, -2.3850, 4.8142)
H (-22.5979, -1.5047, 4.8376)
C (-28.9235, -3.5606, 4.2124)
Cl (-28.8818, -2.5952, 5.7298)
Cl (-30.0593, -2.7839, 3.1106)
H (-27.9290, -3.5439, 3.7630)
H (-29.3227, -4.5681, 4.4474)
C (-20.8397, -3.6789, -0.5707)
Cl (-21.1842, -2.6406, -1.9860)
Cl (-21.0834, -5.4390, -0.9632)
H (-19.8077, -3.5034, -0.2755)
H (-21.5776, -3.4688, 0.2046)
C (-26.4726, 2.5498, -0.6015)
Cl (-27.1855, 2.9899, -2.1435)
Cl (-27.0650, 3.5032, 0.7533)
H (-26.5980, 1.5070, -0.3441)
H (-25.4023, 2.7980, -0.7318)
C (-28.9985, -2.6174, -0.5554)
Cl (-28.9525, -3.5088, -2.1113)
Cl (-27.8365, -1.2768, -0.4058)
H (-30.0289, -2.2651, -0.4017)
H (-28.6306, -3.2927, 0.2483)
C (-29.1739, -8.5887, 3.4995)
Cl (-30.0206, -7.6971, 4.9180)
Cl (-30.4136, -9.1806, 2.4020)
H (-28.4462, -7.8734, 3.0341)
H (-28.6848, -9.4843, 3.8945)
C (-27.5976, -1.5510, -5.6913)
Cl (-26.2674, -1.1350, -4.6291)
Cl (-27.1108, -1.5164, -7.4054)
H (-27.7405, -2.6094, -5.4474)
H (-28.4965, -0.9297, -5.5171)
C (-26.0281, -4.6682, -3.3717)
Cl (-26.4250, -5.0455, -5.0610)
Cl (-24.2560, -4.5628, -3.1887)
H (-26.4414, -3.7323, -3.0266)
H (-26.3958, -5.4716, -2.7792)
C (-21.8753, -8.5413, 2.0227)
Cl (-22.3032, -6.8275, 2.0000)
Cl (-20.2851, -8.8218, 1.2928)
H (-21.9680, -8.9174, 3.0549)
H (-22.5868, -9.0324, 1.3704)
C (-24.7822, -9.4345, -2.4057)
C (-23.8567, -8.9131, -1.3277)
C (-24.7081, -7.6929, -0.7892)
O (-25.8520, -7.4662, -1.6576)
C (-25.5321, -8.1979, -2.8574)
H (-25.4702, -10.0993, -1.9146)
H (-24.2918, -9.9723, -3.1990)
H (-22.9365, -8.5900, -1.7392)
H (-23.6741, -9.6497, -0.5540)
H (-24.0556, -6.7790, -0.7358)
H (-25.2074, -7.9718, 0.1362)
H (-24.8812, -7.4991, -3.4501)
H (-26.4115, -8.2841, -3.5177)
C (-24.2530, -3.8887, 6.3600)
C (-25.4500, -4.1841, 7.2957)
C (-26.3189, -5.1411, 6.4352)
O (-25.9419, -4.8952, 5.0987)
C (-24.5222, -4.7572, 5.1264)
H (-23.3390, -4.1919, 6.8053)
H (-24.1911, -2.8182, 6.1316)
H (-25.9660, -3.2843, 7.6444)
H (-25.2173, -4.7224, 8.2202)
H (-27.3688, -4.9180, 6.5873)
H (-26.0392, -6.2019, 6.6649)
H (-24.1583, -4.3371, 4.1802)
H (-24.1641, -5.7651, 5.2687)
C (-17.7780, 0.2943, 0.2547)
C (-17.7456, -0.2716, 1.6727)
C (-18.2586, -1.7092, 1.5055)
O (-18.1814, -2.0206, 0.1324)
C (-18.4954, -0.8252, -0.5498)
H (-16.7577, 0.4409, -0.1743)
H (-18.3564, 1.1971, 0.1738)
H (-18.4306, 0.2020, 2.3881)
H (-16.7225, -0.1973, 2.1350)
H (-19.3029, -1.7524, 1.8246)
H (-17.7494, -2.4624, 2.0659)
H (-19.5631, -0.6815, -0.4424)
H (-18.2520, -0.8230, -1.6317)
C (-26.7338, -1.0316, 3.1465)
C (-25.9250, 0.1792, 2.6679)
C (-25.0519, 0.4580, 3.8967)
O (-24.7886, -0.8053, 4.5382)
C (-25.6908, -1.7643, 4.0016)
H (-27.0428, -1.6135, 2.2575)
H (-27.6546, -0.8282, 3.6630)
H (-26.4763, 1.0533, 2.3726)
H (-25.2498, -0.0874, 1.8395)
H (-25.5740, 1.1014, 4.6199)
H (-24.0887, 0.9509, 3.6015)
H (-26.0972, -2.3645, 4.8246)
H (-25.1648, -2.4614, 3.3244)
C (-22.6247, 1.0950, -1.8271)
C (-22.2397, 1.5509, -0.4120)
C (-22.6153, 0.3012, 0.4463)
O (-23.8718, -0.0467, -0.0868)
C (-23.8546, 0.1955, -1.5139)
H (-21.7741, 0.5141, -2.2332)
H (-22.8273, 1.8900, -2.5232)
H (-22.8383, 2.3634, 0.0150)
H (-21.1932, 1.8084, -0.2960)
H (-22.7349, 0.5527, 1.4824)
H (-21.8982, -0.5293, 0.3601)
H (-24.8283, 0.6703, -1.7804)
H (-23.8534, -0.7705, -2.0284)
C (-24.6560, -8.6750, 4.7083)
C (-24.7948, -10.1152, 4.0809)
C (-25.3545, -9.8239, 2.7026)
O (-26.0396, -8.5784, 2.8465)
C (-25.8910, -8.0269, 4.1303)
H (-23.7043, -8.2075, 4.4251)
H (-24.6116, -8.6789, 5.7991)
H (-25.5295, -10.7101, 4.6572)
H (-23.8465, -10.7019, 4.1344)
H (-26.0689, -10.5389, 2.3218)
H (-24.5104, -9.7023, 1.9670)
H (-26.7383, -8.3477, 4.7732)
H (-25.9337, -6.9614, 4.0863)

Its spin multiplicity is 1. The LUMO energy is 0.003 Ha. The calculation puts the frontier orbital gap at 9.69 eV. The charge is 0.

---

C45H100As6F36N5 | ωB97M-V with the def2-TZVPD basis set

CARTESIAN COORDINATES (ANGSTROEM)
C (12.1720, 15.9118, 18.9755)
C (12.6864, 17.3579, 18.6859)
C (13.3144, 17.5492, 17.2499)
N (12.6632, 18.5771, 16.2318)
C (11.1277, 18.4023, 16.1808)
C (10.3957, 19.2593, 15.1134)
C (11.0832, 19.0038, 13.7224)
C (12.6274, 19.0820, 13.6931)
C (13.1858, 18.2737, 14.8532)
C (12.9009, 20.0512, 16.7303)
H (11.5314, 15.7106, 18.1169)
H (11.5459, 15.8093, 19.8618)
H (12.9352, 15.1339, 18.9991)
H (13.4322, 17.6035, 19.4419)
H (11.8397, 17.9963, 18.9384)
H (13.3966, 16.6193, 16.6873)
H (14.3472, 17.8706, 17.3849)
H (10.8850, 17.3577, 15.9859)
H (10.7324, 18.5700, 17.1826)
H (9.3532, 18.9518, 15.0317)
H (10.4026, 20.3069, 15.4145)
H (10.6325, 18.0996, 13.3132)
H (10.7845, 19.8333, 13.0815)
H (12.9250, 18.5726, 12.7766)
H (12.9637, 20.1071, 13.5372)
H (12.8491, 17.2873, 14.5342)
H (14.2753, 18.3028, 14.8637)
H (12.5899, 20.1680, 17.7684)
H (12.2732, 20.7849, 16.2245)
H (13.9761, 20.2006, 16.6321)
C (20.5944, 21.2889, 15.4077)
C (22.1086, 21.6286, 15.3443)
C (22.8372, 20.2928, 15.6377)
N (24.4160, 20.3693, 15.3300)
C (24.6941, 20.6009, 13.7616)
C (26.2422, 20.6378, 13.4918)
C (26.9993, 21.6066, 14.3653)
C (26.6771, 21.5365, 15.8722)
C (25.2066, 21.3949, 16.2069)
C (25.0510, 18.9986, 15.6231)
H (20.0309, 22.2201, 15.3493)
H (20.2156, 20.9066, 16.3556)
H (20.2562, 20.6532, 14.5893)
H (22.3360, 22.3443, 16.1344)
H (22.4058, 22.0675, 14.3919)
H (22.5397, 19.4969, 14.9550)
H (22.6170, 20.0419, 16.6753)
H (24.4350, 21.6331, 13.5256)
H (24.0799, 20.0380, 13.0588)
H (26.3679, 21.0643, 12.4966)
H (26.6454, 19.6260, 13.5342)
H (26.8693, 22.6148, 13.9720)
H (28.0595, 21.4217, 14.1926)
H (27.0669, 22.4732, 16.2706)
H (27.2116, 20.8042, 16.4773)
H (24.7127, 22.3556, 16.0616)
H (24.9363, 21.0962, 17.2198)
H (24.5603, 18.3490, 14.8982)
H (24.6073, 18.6346, 16.5498)
H (26.1380, 19.0304, 15.5500)
C (20.1798, 16.5363, 7.7186)
C (21.6155, 16.0226, 7.7756)
C (21.8877, 15.1092, 8.9938)
N (23.3892, 14.6293, 9.1260)
C (24.2439, 15.8169, 9.5681)
C (25.6042, 15.4790, 10.1697)
C (25.6024, 14.3099, 11.2438)
C (24.7905, 13.0923, 10.7270)
C (23.3841, 13.4721, 10.2154)
C (23.9721, 13.9627, 7.8919)
H (19.5070, 15.9619, 8.3554)
H (19.8130, 16.4880, 6.6933)
H (20.0899, 17.5851, 8.0016)
H (22.3234, 16.8012, 7.4914)
H (21.5657, 15.3246, 6.9399)
H (21.2988, 14.2024, 8.8559)
H (21.6737, 15.7667, 9.8364)
H (23.6881, 16.3344, 10.3500)
H (24.4503, 16.4802, 8.7281)
H (26.0098, 16.4294, 10.5165)
H (26.3225, 15.2027, 9.3978)
H (25.1978, 14.6994, 12.1780)
H (26.6278, 13.9400, 11.2467)
H (24.7700, 12.3516, 11.5264)
H (25.3545, 12.6916, 9.8846)
H (22.9186, 13.9479, 11.0785)
H (22.7901, 12.6301, 9.8598)
H (23.9529, 14.6368, 7.0356)
H (23.3881, 13.0739, 7.6527)
H (25.0047, 13.6900, 8.1097)
C (12.8543, 12.5527, 17.3287)
C (12.5754, 11.2627, 16.4136)
C (13.8898, 10.4499, 15.9173)
N (13.6937, 9.3494, 14.8315)
C (14.8751, 8.4085, 14.5523)
C (16.0556, 9.0522, 13.9032)
C (15.6844, 9.6264, 12.5469)
C (14.5634, 10.6484, 12.6731)
C (13.3782, 10.0813, 13.4711)
C (12.4577, 8.4673, 15.1806)
H (12.8794, 12.2241, 18.3676)
H (12.0938, 13.3330, 17.2982)
H (13.8460, 12.9406, 17.0959)
H (11.9922, 11.4896, 15.5211)
H (11.8538, 10.6522, 16.9564)
H (14.2933, 10.0497, 16.8474)
H (14.5998, 11.1942, 15.5567)
H (15.2504, 7.9884, 15.4854)
H (14.5457, 7.5383, 13.9845)
H (16.5547, 9.7244, 14.6010)
H (16.8281, 8.2981, 13.7528)
H (16.4959, 10.1213, 12.0133)
H (15.3673, 8.7276, 12.0180)
H (14.9955, 11.5667, 13.0708)
H (14.2883, 10.9662, 11.6674)
H (12.6308, 10.8401, 13.7029)
H (12.8063, 9.4304, 12.8098)
H (11.5376, 9.0430, 15.0805)
H (12.7416, 8.1608, 16.1874)
H (12.2579, 7.5732, 14.5901)
C (15.6718, 14.4758, 15.5403)
C (16.2644, 15.4497, 14.5152)
C (17.5312, 16.2512, 15.0427)
N (18.1521, 17.0928, 13.8882)
C (18.5956, 16.2240, 12.6444)
C (19.1883, 17.1053, 11.5919)
C (18.1001, 18.1301, 11.0640)
C (17.6330, 19.0572, 12.1454)
C (17.1577, 18.2635, 13.4188)
C (19.3836, 17.7262, 14.5152)
H (14.8698, 13.8593, 15.1342)
H (15.1892, 15.0372, 16.3403)
H (16.4957, 13.9007, 15.9627)
H (15.4743, 16.0700, 14.0921)
H (16.6393, 14.8662, 13.6743)
H (18.3194, 15.5613, 15.3440)
H (17.2233, 16.9700, 15.8021)
H (17.7421, 15.6826, 12.2363)
H (19.3886, 15.5996, 13.0559)
H (19.4760, 16.5075, 10.7271)
H (20.2043, 17.4050, 11.8488)
H (17.2572, 17.5419, 10.7012)
H (18.5774, 18.7315, 10.2904)
H (16.8072, 19.6301, 11.7235)
H (18.4425, 19.7665, 12.3180)
H (16.1553, 17.8654, 13.2609)
H (17.1656, 19.0523, 14.1710)
H (19.2168, 18.3949, 15.3596)
H (20.0294, 18.3279, 13.8757)
H (20.0944, 16.9838, 14.8782)
As (17.5856, 13.3595, 10.1892)
F (19.0715, 14.3442, 10.4603)
F (16.6103, 14.8473, 10.3626)
F (16.0126, 12.5018, 9.8019)
F (18.4590, 11.7757, 10.0123)
F (17.5009, 13.0866, 11.9175)
F (17.7108, 13.6381, 8.4413)
As (17.6798, 10.4171, 18.3239)
F (17.4926, 11.9129, 17.3049)
F (18.5766, 9.5056, 17.1128)
F (17.8422, 9.1064, 19.5555)
F (16.9668, 11.2870, 19.7078)
F (16.1452, 9.6536, 18.0448)
F (19.1889, 11.1416, 18.9445)
As (11.8334, 14.2741, 13.2372)
F (10.6930, 15.5993, 13.5431)
F (12.4942, 14.4449, 14.8964)
F (12.9674, 12.9444, 12.9238)
F (11.0031, 14.0614, 11.6752)
F (13.0628, 15.4652, 12.6279)
F (10.6279, 13.0984, 13.9073)
As (17.2702, 18.8852, 18.3201)
F (18.6639, 18.1057, 17.6253)
F (16.6878, 19.0497, 16.7112)
F (15.7394, 19.6713, 18.9433)
F (17.7235, 18.6517, 20.0799)
F (18.0462, 20.5510, 18.2648)
F (16.3460, 17.2925, 18.5413)
As (22.8795, 15.2832, 14.5970)
F (21.1735, 14.9705, 14.9920)
F (22.7196, 16.8032, 15.5801)
F (24.5874, 15.7832, 14.3956)
F (23.0586, 13.7380, 13.6630)
F (22.4311, 16.0421, 13.1016)
F (23.4002, 14.2869, 16.0175)
As (22.6239, 19.5666, 10.3597)
F (23.6147, 21.0215, 10.7540)
F (23.8665, 19.1759, 9.1296)
F (21.5637, 18.1353, 9.9643)
F (21.3932, 20.0201, 11.6760)
F (21.7266, 20.4927, 9.1416)
F (23.4026, 18.4959, 11.5976)

Its spin multiplicity is 1. The LUMO energy is 0.051 Ha. The calculation puts the frontier orbital gap at 10.11 eV. The charge is -1.

---

- Which formula does entry 1 have?
  C44H88Cl22O9